Below is C6H10NO as an isolated structure in a non-equilibrium geometry, with properties calculated with ωB97M-V with the def2-TZVPD basis set.

Structure (XYZ):
```
18
Properties=species:S:1:pos:R:3
O -0.98563 -2.40873 -0.51361
C -1.63771 -1.84722 0.57003
C -1.79953 -0.51843 0.74196
C -1.29391 0.40601 -0.31389
C 0.19933 0.77658 -0.26934
C 0.60971 2.08106 -0.39881
C 2.39835 -0.17159 0.11923
N 0.99116 -0.27559 -0.15190
H -2.25922 -2.55528 1.11179
H -0.39122 -1.70666 -0.12095
H -2.41584 -0.07418 1.50717
H -1.79037 1.36676 -0.44051
H -1.39291 -0.11843 -1.27286
H 1.59567 2.43008 -0.11302
H -0.10319 2.81098 -0.76563
H 2.75435 -1.18199 0.25267
H 2.93677 0.30442 -0.72249
H 2.58420 0.68221 0.78018
```

Output
* HOMO energy: -13.110 eV
* energy relative to the best compared isomer or geometry (same formula, charge and spin): 549.68 kJ/mol
* energy: -9908.6964 eV
* total charge: +1
* Kohn-Sham gap: 0.1740 Eh

Atomic partial charges in e from the natural (NBO) method, atoms 1 to 4:
1 O -0.64
2 C 0.16
3 C -0.29
4 C -0.49



Below is an isolated ion of composition C6H10NO3 and charge -1 in a non-equilibrium geometry, with properties calculated with ωB97M-V with the def2-TZVPD basis set.

Structure (XYZ):
```
20
Properties=species:S:1:pos:R:3
C -1.83962 -0.88418 0.89851
C -1.09639 0.17870 0.45109
C -1.68752 1.11895 -0.62077
C 0.38419 0.33206 0.71198
O 0.67942 1.69710 0.90062
C 1.18521 -0.52737 -0.37743
N 2.50035 -0.92067 -0.05503
C 3.49682 -0.10626 -0.16430
O 3.45863 1.09828 -0.27394
O 4.75236 -0.61690 0.13139
H -2.77511 -1.02140 0.43882
H -1.52192 -1.75405 1.63067
H -1.04531 1.94874 -0.52342
H -2.66233 1.51687 -0.24396
H -1.69737 0.68689 -1.54838
H 0.58508 -0.14643 1.60975
H 1.57163 1.85131 0.65403
H 0.55809 -1.36457 -0.49768
H 1.16436 0.23545 -1.29126
H 4.67460 -1.32826 0.80094
```

Output
* HOMO energy: -3.568 eV
* energy relative to the best compared isomer or geometry (same formula, charge and spin): 96.36 kJ/mol
* energy: -14016.5234 eV
* SMILES string: C=C(C)[C@H](O)C/N=C(\[O-])O
* total charge: -1
* Kohn-Sham gap: 0.2658 Eh

Atomic partial charges in e from the natural (NBO) method, atoms 1 to 4:
1 C -0.47
2 C 0.07
3 C -0.67
4 C 0.03



Below is one molecule with the formula C6H10O, with properties calculated with ωB97M-V with the def2-TZVPD basis set.

Structure (XYZ):
```
17
Properties=species:S:1:pos:R:3
C -1.91190 -0.26826 0.16034
C -1.33492 1.02467 -0.41216
C 0.18926 1.19845 -0.15152
C 0.86459 0.27748 -1.09956
C 1.46095 -0.95242 -0.49425
C 2.11253 -0.91489 0.87454
O 1.54427 -0.62406 1.90072
H -1.64255 -0.38603 1.21627
H -1.55655 -1.15545 -0.37740
H -3.00398 -0.27050 0.08335
H -1.84247 1.87967 0.04656
H 0.43793 2.22409 -0.45692
H 0.38864 1.07913 0.92279
H -1.51635 1.07849 -1.49118
H 2.09177 -1.49305 -1.20838
H 0.52313 -1.53369 -0.39152
H 3.19565 -1.16364 0.87834
```

Output
* HOMO energy: -8.256 eV
* energy relative to the best compared isomer or geometry (same formula, charge and spin): 352.21 kJ/mol
* energy: -8427.5899 eV
* Kohn-Sham gap: 0.3004 Eh

Atomic partial charges in e from the natural (NBO) method, atoms 1 to 4:
1 C -0.62
2 C -0.37
3 C -0.60
4 C 0.22



Below is one molecule with the formula C6H10O, with properties calculated with ωB97M-V with the def2-TZVPD basis set.

Structure (XYZ):
```
17
Properties=species:S:1:pos:R:3
C -2.11998 -0.23207 0.06467
C -0.67720 -0.08971 0.42104
C -0.05721 0.99170 0.90188
C 1.35865 1.07220 0.34963
C 1.14500 0.23361 -0.93419
C 0.33883 -0.92735 -0.35617
O 1.21132 -1.71544 0.44597
H -2.76739 0.46975 0.59241
H -2.51617 -1.24832 0.14869
H -2.15390 0.03851 -1.00239
H -0.55437 1.82496 1.39232
H 2.10277 0.58851 0.99616
H 1.67364 2.10634 0.17570
H 0.43887 0.77334 -1.58007
H 2.02618 -0.03214 -1.52086
H -0.14230 -1.56733 -1.10972
H 0.69327 -2.28654 1.01493
```

Output
* HOMO energy: -8.882 eV
* energy relative to the best compared isomer or geometry (same formula, charge and spin): 70.34 kJ/mol
* energy: -8430.5113 eV
* SMILES string: CC1=CCC[C@H]1O
* Kohn-Sham gap: 0.3576 Eh

Atomic partial charges in e from the natural (NBO) method, atoms 1 to 4:
1 C -0.64
2 C -0.03
3 C -0.17
4 C -0.45



Below is a 2-piece molecular cluster, C6H10O overall, with properties calculated with ωB97M-V with the def2-TZVPD basis set.

Structure (XYZ):
```
17
Properties=species:S:1:pos:R:3
C -0.44950 0.80640 1.54995
C -1.34821 1.61127 0.98329
C -1.05139 2.28333 -0.30575
O -0.05180 2.08494 -0.96504
H -0.64673 0.29926 2.49029
H 0.50794 0.63138 1.06549
H -2.31318 1.81188 1.44346
H -1.81821 3.00622 -0.65248
C 2.09520 -1.06260 -0.26723
C 0.98459 -1.79560 -0.29372
C -0.25329 -1.42985 -1.05741
H 2.96480 -1.37626 0.30360
H 2.16592 -0.12865 -0.82388
H 0.94688 -2.72407 0.27795
H -1.11809 -1.37984 -0.38539
H -0.47776 -2.18348 -1.82268
H -0.13714 -0.45435 -1.54044
```

Output
* HOMO energy: -9.556 eV
* energy relative to the best compared isomer or geometry (same formula, charge and spin): 143.01 kJ/mol
* energy: -8429.7581 eV
* SMILES string: C=CC=O.C=CC
* Kohn-Sham gap: 0.3525 Eh

Atomic partial charges in e from the natural (NBO) method, atoms 1 to 4:
1 C -0.27
2 C -0.35
3 C 0.40
4 O -0.53



Below is one molecule with the formula C6H10O, with properties calculated with ωB97M-V with the def2-TZVPD basis set.

Structure (XYZ):
```
17
Properties=species:S:1:pos:R:3
C 1.49553 1.29855 -1.53424
C 1.52800 0.56070 -0.43341
O 0.86147 0.95054 0.68423
C 0.55067 -0.09352 1.58962
C -0.24985 -1.22437 0.99416
C -1.21761 -1.14360 0.08165
C -1.84638 0.07326 -0.52461
H 2.07597 1.00282 -2.39698
H 0.92821 2.22391 -1.55646
H 2.10951 -0.36148 -0.35724
H 0.00950 0.40604 2.39930
H 1.48094 -0.50442 2.00934
H 0.01693 -2.21138 1.36696
H -1.65450 -2.08250 -0.25407
H -2.92901 0.01384 -0.35779
H -1.69379 0.08717 -1.61036
H -1.46558 1.00443 -0.10012
```

Output
* HOMO energy: -8.859 eV
* energy relative to the best compared isomer or geometry (same formula, charge and spin): 130.81 kJ/mol
* energy: -8429.8846 eV
* SMILES string: C=COC/C=C\C
* Kohn-Sham gap: 0.3659 Eh

Atomic partial charges in e from the natural (NBO) method, atoms 1 to 4:
1 C -0.50
2 C 0.14
3 O -0.52
4 C -0.11



Below is one molecule with the formula C6H10O, with properties calculated with ωB97M-V with the def2-TZVPD basis set.

Structure (XYZ):
```
17
Properties=species:S:1:pos:R:3
C -2.23680 0.27172 0.11720
C -0.75452 0.17823 0.44254
C -0.18941 -1.24312 0.30106
C 1.31464 -1.39235 0.36901
C 1.98278 -0.18392 -0.00144
C 1.30333 1.17357 -0.13858
O -0.06819 1.06119 -0.45085
H -2.81430 -0.40080 0.76331
H -2.41142 -0.01510 -0.92705
H -2.60111 1.29518 0.26023
H -0.58411 0.52231 1.48033
H -0.49198 -1.66264 -0.67384
H -0.64005 -1.91691 1.04557
H 1.95359 -0.89324 -0.93985
H 3.06247 -0.13495 0.17741
H 1.45316 1.72621 0.80817
H 1.76291 1.76344 -0.93815
```

Output
* HOMO energy: -8.019 eV
* energy relative to the best compared isomer or geometry (same formula, charge and spin): 328.71 kJ/mol
* energy: -8427.8335 eV
* Kohn-Sham gap: 0.3244 Eh

Atomic partial charges in e from the natural (NBO) method, atoms 1 to 4:
1 C -0.62
2 C 0.09
3 C -0.57
4 C 0.02



Below is one molecule with the formula C6H10O in a non-equilibrium geometry, with properties calculated with ωB97M-V with the def2-TZVPD basis set.

Structure (XYZ):
```
17
Properties=species:S:1:pos:R:3
C 2.73401 0.07509 0.79698
C 1.41639 -0.39205 1.47781
C 0.30331 0.15523 0.62883
C -0.71468 -0.60441 0.10950
C -1.91608 -0.18993 -0.56872
C -2.06577 0.37099 -1.76733
O -3.38070 0.67876 -2.07662
H 2.92306 1.09587 0.99311
H 2.70469 -0.17480 -0.30441
H 3.46046 -0.24057 1.37812
H 1.31473 -0.24450 2.54745
H 1.48107 -1.52663 1.40727
H 0.25096 1.23204 0.23007
H -0.71955 -1.66483 0.37646
H -2.98271 -0.64508 -0.37899
H -1.38814 0.36884 -2.63036
H -3.42104 1.70598 -2.21915
```

Output
* HOMO energy: -8.357 eV
* energy relative to the best compared isomer or geometry (same formula, charge and spin): 272.16 kJ/mol
* energy: -8428.4196 eV
* SMILES string: CC/C=C/C=C/O
* Kohn-Sham gap: 0.3428 Eh

Atomic partial charges in e from the natural (NBO) method, atoms 1 to 4:
1 C -0.60
2 C -0.44
3 C -0.16
4 C -0.24



Below is one molecule with the formula C6H10O in a non-equilibrium geometry, with properties calculated with ωB97M-V with the def2-TZVPD basis set.

Structure (XYZ):
```
17
Properties=species:S:1:pos:R:3
C 1.25013 0.51608 0.37586
C 0.69602 0.84805 -1.10189
C -0.83835 0.58823 -0.69227
C -0.76260 -0.95973 -0.58099
C -0.49510 -1.21536 0.89882
C 0.02777 0.29511 1.25676
O -0.94021 1.12955 0.55656
H 1.93661 -0.22646 0.46915
H 1.74391 1.48633 0.74938
H 1.23405 1.84444 -1.24542
H 0.94776 0.12306 -1.91982
H -1.46492 1.17815 -1.40451
H -1.80357 -1.39422 -0.54450
H -0.20267 -1.33291 -1.43157
H 0.13606 -2.02192 1.00357
H -1.57932 -1.35059 1.23458
H 0.11443 0.49220 2.37629
```

Output
* HOMO energy: -9.682 eV
* energy relative to the best compared isomer or geometry (same formula, charge and spin): 188.45 kJ/mol
* energy: -8429.2872 eV
* SMILES string: C1C[C@H]2CC[C@@H]1O2
* Kohn-Sham gap: 0.3945 Eh

Atomic partial charges in e from the natural (NBO) method, atoms 1 to 4:
1 C -0.44
2 C -0.44
3 C 0.08
4 C -0.45



Below is a 2-piece molecular cluster, C6H10O overall, with properties calculated with ωB97M-V with the def2-TZVPD basis set.

Structure (XYZ):
```
17
Properties=species:S:1:pos:R:3
O -1.09956 0.55592 1.69002
C -0.60164 0.50208 0.58582
C 0.23902 1.62688 0.01975
C 1.56698 1.07486 -0.44868
C 1.79295 -0.22566 -0.63312
C 0.75136 -1.29873 -0.43801
C -0.66703 -0.71374 -0.31298
H -0.29810 2.09374 -0.81971
H 0.36650 2.39079 0.79239
H 2.36851 1.79401 -0.60482
H 2.78724 -0.55582 -0.92805
H 0.98740 -1.87701 0.46576
H 0.78624 -2.01063 -1.27151
H -1.37188 -1.44629 0.08698
H -1.01396 -0.39678 -1.30538
H -3.61060 -0.92036 1.44268
H -2.98345 -0.59328 1.67886
```

Output
* HOMO energy: -9.364 eV
* energy relative to the best compared isomer or geometry (same formula, charge and spin): 88.48 kJ/mol
* energy: -8430.3233 eV
* SMILES string: O=C1CC=CCC1.[H][H]
* Kohn-Sham gap: 0.3769 Eh

Atomic partial charges in e from the natural (NBO) method, atoms 1 to 4:
1 O -0.54
2 C 0.62
3 C -0.55
4 C -0.18



Below is one molecule with the formula C6H10O in a non-equilibrium geometry, with properties calculated with ωB97M-V with the def2-TZVPD basis set.

Structure (XYZ):
```
17
Properties=species:S:1:pos:R:3
C 1.09197 1.56489 0.81021
C 1.30890 0.54869 -0.29419
C 1.35050 -0.90552 0.04493
C 0.15353 -0.34697 -0.77488
C -1.34383 -0.18166 -0.15290
C -2.51963 -1.14185 -0.40132
O -2.49310 -2.17622 -1.01944
H 2.02858 1.84807 1.30912
H 0.42434 1.16772 1.58156
H 0.63891 2.47611 0.40747
H 2.02853 0.88200 -1.04738
H 2.10558 -1.52592 -0.44897
H 1.24682 -1.17573 1.09917
H 0.18757 -0.64767 -1.81519
H -1.82014 0.82713 -0.14713
H -0.89281 -0.40160 0.78687
H -3.49573 -0.81148 0.06207
```

Output
* HOMO energy: -9.758 eV
* energy relative to the best compared isomer or geometry (same formula, charge and spin): 156.88 kJ/mol
* energy: -8429.6144 eV
* SMILES string: C[C@H]1C[C@H]1CC=O
* Kohn-Sham gap: 0.3960 Eh

Atomic partial charges in e from the natural (NBO) method, atoms 1 to 4:
1 C -0.61
2 C -0.23
3 C -0.43
4 C -0.20



Below is C6H10O as an isolated structure, with properties calculated with ωB97M-V with the def2-TZVPD basis set.

Structure (XYZ):
```
17
Properties=species:S:1:pos:R:3
C 1.99570 0.61582 -1.15185
C -0.04877 0.06001 0.40029
C 0.07989 -1.42272 0.50198
C -1.44260 -1.30569 0.10070
C -1.22973 0.20231 -0.21374
C -1.28166 1.45738 0.65317
O 0.11588 1.19954 1.11809
H 2.37599 0.32498 -0.16492
H 2.41810 -0.03522 -1.91418
H 2.21435 1.66799 -1.31968
H 0.72811 -1.88284 -0.25151
H 0.31120 -1.81743 1.49157
H -2.07082 -1.44089 0.98522
H -1.79414 -1.94490 -0.71335
H 0.91542 0.51109 -1.21337
H -1.94559 1.37080 1.51250
H -1.34134 2.43977 0.17907
```

Output
* HOMO energy: -8.403 eV
* energy relative to the best compared isomer or geometry (same formula, charge and spin): 446.40 kJ/mol
* energy: -8426.6138 eV
* Kohn-Sham gap: 0.3440 Eh

Atomic partial charges in e from the natural (NBO) method, atoms 1 to 4:
1 C -0.86
2 C 0.41
3 C -0.46
4 C -0.37



Below is one molecule with the formula C6H10O, with properties calculated with ωB97M-V with the def2-TZVPD basis set.

Structure (XYZ):
```
17
Properties=species:S:1:pos:R:3
C -2.26080 0.17158 0.15376
C -0.74738 0.13853 0.30923
C -0.09639 -1.25469 0.16852
C 1.41467 -1.09198 0.12987
C 1.96854 0.11830 0.07845
C 1.16805 1.35699 -0.23044
O -0.17095 1.07919 -0.58686
H -2.71054 -0.48679 0.90658
H -2.53896 -0.16911 -0.84714
H -2.67989 1.17729 0.30314
H -0.50836 0.50392 1.32102
H -0.39374 -1.86737 -0.70130
H -0.38241 -1.85654 1.05033
H 2.06649 -1.96943 0.07756
H 3.04416 0.24957 0.18681
H 1.22284 2.10260 0.58674
H 1.62347 1.80680 -1.11960
```

Output
* HOMO energy: -9.189 eV
* energy relative to the best compared isomer or geometry (same formula, charge and spin): 43.73 kJ/mol
* energy: -8430.7871 eV
* SMILES string: C[C@H]1CC=CCO1
* Kohn-Sham gap: 0.3794 Eh

Atomic partial charges in e from the natural (NBO) method, atoms 1 to 4:
1 C -0.62
2 C 0.10
3 C -0.47
4 C -0.18